Density functional theory data (wB97M-V/def2-TZVPD) for C21H28N4O6 in the gas phase.

Last column: Mulliken charge in e.
Positions of all 59 atoms, in Å:
C  -0.251957  -4.211398  1.821111  -1.553
H  0.509282  -4.840766  1.365634  0.352
C  -0.131806  -2.780616  1.313069  0.499
C  -0.315282  -2.705528  -0.200615  -0.806
C  -0.131037  -1.278982  -0.720986  -0.851
N  -1.151284  -0.379748  -0.209471  1.220
C  -2.460456  -0.478529  -0.615706  0.812
C  -2.876015  -1.311696  -1.660823  -0.918
C  -4.205504  -1.374599  -2.013636  -0.843
C  -5.165360  -0.619868  -1.342340  -0.633
C  -4.779151  0.220120  -0.326857  -0.417
C  -3.432309  0.310594  0.041990  0.250
N  -3.091246  1.183069  1.032945  -0.621
C  -1.852577  1.329861  1.334450  0.310
C  -0.758169  0.566756  0.711652  0.366
O  0.417006  0.747636  0.995215  -0.582
C  -1.458836  2.350662  2.358175  -1.050
H  -0.448019  2.130802  2.705573  0.356
H  -2.158126  2.318285  3.193724  0.471
C  -1.502169  3.762404  1.743379  -0.752
C  -0.556108  3.845376  0.575028  0.725
O  0.497674  4.428591  0.563908  -0.664
O  -1.041105  3.182636  -0.483462  -0.216
C  -0.283208  3.193524  -1.687645  -1.120
C  0.817842  2.122689  -1.716481  0.926
O  0.724766  1.159484  -2.453620  -0.717
N  1.862398  2.391338  -0.909463  0.030
C  3.019296  1.605296  -0.667477  0.366
O  3.820318  1.978390  0.156168  -0.673
N  3.148328  0.526067  -1.453600  0.045
H  2.366348  0.272624  -2.047238  0.230
C  4.231946  -0.405652  -1.272072  -1.111
C  3.754559  -1.735169  -0.658579  -0.506
O  2.983338  -1.595001  0.502629  -0.116
C  3.668500  -1.057858  1.615233  -0.778
H  4.583268  -1.626971  1.820227  0.328
H  2.986318  -1.147642  2.458052  0.207
H  3.916387  -0.002918  1.474282  0.276
H  4.638814  -2.363463  -0.465456  0.485
H  3.100720  -2.251564  -1.367705  0.256
H  4.700666  -0.616940  -2.238097  0.368
H  4.962170  0.076734  -0.618839  0.459
H  1.801261  3.201579  -0.292843  0.315
H  0.170644  4.182003  -1.826930  0.456
H  -0.997130  2.979782  -2.485721  0.362
H  -1.202478  4.500753  2.486469  0.429
H  -2.516200  3.962976  1.395659  0.367
H  -5.487809  0.834518  0.205135  0.478
H  -6.203281  -0.690233  -1.629012  0.387
H  -4.505569  -2.019181  -2.826436  0.413
H  -2.158282  -1.895587  -2.212630  0.403
H  0.824158  -0.897223  -0.352113  -0.297
H  -0.131648  -1.241799  -1.812716  0.536
H  0.435237  -3.335182  -0.681680  0.432
H  -1.302702  -3.090049  -0.466080  0.578
H  -0.884482  -2.158925  1.805039  0.201
H  0.851317  -2.380930  1.562381  -0.236
H  -1.229383  -4.625105  1.579001  0.350
H  -0.123885  -4.245422  2.900205  0.416

Forces on atoms 1 to 6 (eV/Å):
-0.0095 0.2538 0.0172
0.0719 -0.1250 -0.0282
-0.0333 -0.2114 -0.1338
0.0193 0.3289 0.2516
0.3645 -0.4377 -0.1999
0.2296 0.3251 0.2910

Calculated values
ΔE to the lowest compared entry with this formula, charge and spin (eV): 0.000
M (Da): 432.477
E (eV): -40479.2334
HOMO level (eV): -8.5
Kohn-Sham gap (eV): 8.433
LUMO (eV): -0.03
SMILES string: CCCCn1c(=O)c(CCC(=O)OCC(=O)NC(=O)NCCOC)nc2ccccc21